C6H14N3O | wB97M-V/def2-TZVPD

HOMO energy = -12.09 eV
orbital gap = 9.41 eV

ORCA input file:
```
! wB97M-V def2-TZVPD RIJCOSX def2/J DEFGRID3
* xyz 1 1
C -2.170 0.922 -0.079
C 2.744 1.062 0.516
C 4.281 -0.644 -0.156
C -4.577 1.074 -0.030
C 0.540 -1.462 -0.179
C 3.888 0.530 0.754
N -3.316 0.284 -0.005
N -0.983 0.352 -0.027
N -0.696 -0.922 0.165
O 1.702 1.518 0.264
H -2.156 1.952 -0.186
H 3.763 -0.460 -1.175
H 4.049 -1.697 0.263
H 5.381 -0.552 -0.285
H -4.252 1.783 -0.747
H -5.048 1.358 0.858
H -5.323 0.429 -0.498
H 0.566 -1.295 -1.256
H 1.425 -1.074 0.217
H 0.579 -2.577 0.031
H 4.445 0.759 1.568
H -0.226 1.047 0.004
H -1.362 -1.601 -0.121
H -3.255 -0.784 0.104
*
```